DFT (ωB97M-V with the def2-TZVPD basis set) results for C29H21N6PS12V as an isolated structure.

Last column: Mulliken charge in e.
CARTESIAN COORDINATES (ANGSTROEM)
1 V -1.02430 0.54584 -0.20958  0.74
2 N -0.87014 -2.08061 1.69661  -0.15
3 P 0.87303 -1.18767 -0.37310  -0.28
4 C 2.22378 -0.95627 -1.61312  1.45
5 C 2.91046 -2.03934 -2.15942  -0.44
6 C 3.94418 -1.84030 -3.05909  -0.70
7 C 4.31959 -0.54749 -3.40672  -0.52
8 C 3.65313 0.53453 -2.85495  -0.62
9 C 2.60107 0.33373 -1.96803  -0.20
10 C 1.90793 -2.04017 0.87449  0.66
11 C 2.47969 -1.20802 1.83582  -0.32
12 C 3.30220 -1.74143 2.81776  -0.62
13 C 3.55862 -3.10544 2.85083  -0.49
14 C 2.98847 -3.93483 1.89374  -0.68
15 C 2.16719 -3.40538 0.90835  -0.39
16 C -1.04282 -1.01113 2.47457  0.23
17 C -0.88239 -1.03439 3.89513  -1.12
18 C -1.15040 0.07767 4.64352  -0.22
19 C -1.57011 1.25677 4.01535  -1.05
20 C -1.63656 1.24654 2.64292  -0.38
21 N -1.37347 0.17231 1.87963  0.84
22 H -0.52272 -2.84754 2.26568  0.07
23 H 2.62214 -3.04964 -1.89125  0.34
24 H 4.45080 -2.69321 -3.49474  0.39
25 H 5.12677 -0.38833 -4.11203  0.35
26 H 3.93720 1.54558 -3.11996  0.45
27 H 2.06845 1.18120 -1.55453  0.11
28 H 2.26377 -0.14340 1.82319  0.26
29 H 3.73502 -1.08631 3.56382  0.44
30 H 4.19660 -3.52141 3.62156  0.35
31 H 3.18213 -5.00120 1.91448  0.39
32 H 1.71536 -4.05619 0.16893  0.37
33 H -0.54827 -1.95720 4.35543  0.33
34 H -1.02527 0.04460 5.72115  0.36
35 H -1.77051 2.17049 4.55521  0.45
36 H -1.86811 2.16343 2.10913  -0.01
37 N -3.16714 -2.91752 0.38867  -0.34
38 C -3.86335 -1.76858 0.22979  0.41
39 N -3.34973 -0.63986 -0.18127  0.04
40 C -4.32324 0.33985 -0.23363  -0.07
41 C -5.57405 -0.02931 0.12725  -0.64
42 S -5.57347 -1.69617 0.57000  -0.33
43 C -3.93704 1.67461 -0.68294  -0.64
44 C -4.77365 2.65365 -1.08952  -0.28
45 S -3.86224 4.03508 -1.57621  -0.29
46 C -2.39820 3.18252 -1.21487  0.23
47 N -2.59202 1.97652 -0.72686  0.90
48 N -1.19786 3.70233 -1.52085  -0.17
49 H -2.17940 -2.73089 0.70287  0.18
50 H -3.64448 -3.63131 0.91478  0.24
51 H -6.46152 0.57697 0.17205  0.41
52 H -5.84760 2.62898 -1.14621  0.43
53 H -1.12503 4.70392 -1.42888  0.42
54 H -0.41046 3.19762 -1.11173  -0.59
55 S 3.52740 7.26291 0.65643  -0.39
56 C 2.32297 6.10885 0.79258  0.07
57 S 0.73842 6.42006 1.35807  -0.20
58 C 0.04001 4.79926 1.26367  0.09
59 C 0.91540 3.86271 0.80547  -0.39
60 S 0.82256 2.11743 0.54412  0.00
61 S 2.52372 4.45746 0.40855  -0.09
62 S -1.61586 4.73665 1.76002  -0.52
63 S 0.73170 -3.14371 -7.04430  -0.33
64 C 0.37729 -2.53374 -5.53922  0.16
65 S -0.00682 -0.88912 -5.22923  -0.11
66 C -0.30155 -0.97613 -3.49734  0.55
67 C -0.11758 -2.22099 -2.98905  -0.14
68 S -0.29115 -2.71865 -1.31524  -0.44
69 S 0.36472 -3.47333 -4.10870  -0.10
70 S -0.69323 0.53610 -2.76906  -0.48

As for the total charge: -2. As for the energy relative to the best compared isomer or geometry (same formula, charge and spin): 1.177 eV. The spin multiplicity is 4. As for the expectation value of S²: 3.76.

=====

DFT (ωB97M-V with the def2-TZVPD basis set) results for C3H5LiO3Zn as an isolated structure.

Last column: Mulliken charge in e.
CARTESIAN COORDINATES (ANGSTROEM)
1 O 0.59644 -0.18764 0.95856  -0.34
2 C 0.01592 -0.29848 2.16280  0.27
3 C 0.20782 0.90265 0.09460  -0.42
4 O 0.39134 -1.17595 2.90638  -0.48
5 O -0.39297 -0.88350 -1.30926  -0.36
6 C 0.19776 0.38535 -1.33112  -0.37
7 H 0.88832 1.74471 0.26735  0.27
8 H -0.82086 1.21831 0.31708  0.37
9 H 1.21464 0.44730 -1.75709  0.26
10 H -0.39824 1.09359 -1.93680  0.28
11 H -0.91031 0.27991 2.34169  0.33
12 Li 0.55317 -1.97837 -0.15106  0.59
13 Zn -1.54304 -1.54789 -2.56314  -0.42

As for the total charge: 0. The calculation puts the total energy at -57956.408 eV.

=====

DFT (ωB97M-V with the def2-TZVPD basis set) results for a 2-piece molecular cluster, C3H8NO2S overall.

Last column: Mulliken charge in e.
CARTESIAN COORDINATES (ANGSTROEM)
1 C 1.05238 -1.23757 1.40198  -0.88
2 C -0.18857 -1.67618 0.77877  -0.23
3 C -0.06285 1.66822 -0.90923  0.73
4 N -1.04537 -0.85652 0.28971  -0.15
5 O 0.66552 2.21313 -1.85253  -0.43
6 O 0.28259 1.40657 0.21493  -0.60
7 S -1.69767 1.35000 -1.51646  -0.15
8 H 0.93166 -1.27788 2.49067  0.29
9 H 1.87601 -1.91578 1.17811  0.32
10 H -0.38301 -2.74450 0.73018  0.44
11 H -1.93765 -1.15483 -0.08637  0.24
12 H -0.84687 0.14599 0.45316  0.48
13 H 1.56812 2.45240 -1.58179  0.36
14 H 1.30331 -0.20862 1.15002  0.32
15 H -1.51762 1.83558 -2.74114  0.24

As for the total charge: +1. As for the energy relative to the best compared isomer or geometry (same formula, charge and spin): 0.481 eV. The spin multiplicity is 3. As for the expectation value of S²: 2.01.

=====

DFT (ωB97M-V with the def2-TZVPD basis set) results for C41H56FN2O8P2S2SeY as an isolated structure.

Last column: Mulliken charge in e.
CARTESIAN COORDINATES (ANGSTROEM)
1 Y 0.63016 0.24263 -0.42273  0.97
2 O 2.58085 0.34981 0.81556  -0.01
3 S 3.83539 1.02082 1.34185  -0.09
4 C 3.57936 1.13382 3.12808  -1.16
5 C 2.42649 2.03542 3.57951  0.78
6 C 1.44078 1.34209 4.52038  -1.65
7 C 0.45391 0.40974 3.83607  -0.10
8 S -0.79207 1.16659 2.74490  0.55
9 O -0.09998 1.36425 1.40594  -0.60
10 C -0.95235 2.80032 3.42230  0.49
11 C -1.71334 2.93461 4.57743  -0.36
12 C -1.86920 4.19373 5.13434  -0.74
13 C -1.28796 5.29804 4.52295  -0.63
14 C -0.55297 5.14933 3.35517  -1.11
15 C -0.37821 3.89235 2.79393  0.33
16 C 3.70512 2.76101 0.94249  0.55
17 C 2.70635 3.23979 0.11722  0.73
18 C 2.64583 4.59684 -0.17257  -0.83
19 C 3.59289 5.45978 0.35603  -0.78
20 C 4.60738 4.96650 1.17031  -0.69
21 C 4.67097 3.61536 1.46430  -0.74
22 H 4.54376 1.44992 3.53018  0.54
23 H 3.45596 0.09051 3.43055  0.59
24 H 1.90130 2.42867 2.70783  -0.70
25 H 2.84353 2.90425 4.08858  0.60
26 H 0.88663 2.09475 5.08297  0.40
27 H 1.98733 0.76010 5.26793  0.56
28 H -0.12963 -0.15723 4.56471  0.72
29 H 0.92726 -0.31331 3.16430  -0.09
30 H -2.18416 2.07116 5.03397  0.47
31 H -2.45402 4.31525 6.03566  0.44
32 H -1.42039 6.28133 4.95351  0.42
33 H -0.11756 6.01588 2.87568  0.50
34 H 0.18291 3.76103 1.87708  0.17
35 H 1.96009 2.58998 -0.32089  0.02
36 H 1.85477 4.96698 -0.81290  0.59
37 H 3.55089 6.51639 0.12892  0.47
38 H 5.35442 5.63655 1.57333  0.44
39 H 5.47174 3.23893 2.09063  0.43
40 C -4.00679 -3.56811 2.24984  -1.29
41 C -2.95336 -2.98274 3.16144  0.46
42 C -2.21208 -4.02184 3.96927  -1.11
43 O -1.97766 -2.15880 2.41001  -0.03
44 P -1.23574 -2.43112 1.06793  -0.96
45 O -0.02806 -1.55307 0.96633  0.57
46 C -2.36292 -2.03733 -0.28459  -0.56
47 P -1.58897 -2.08469 -1.92565  0.11
48 O -0.27922 -1.36420 -1.82917  -0.76
49 O -1.38316 -3.56958 -2.32102  0.12
50 C -2.42628 -4.41889 -2.95075  0.78
51 C -2.36466 -5.76078 -2.26282  -1.36
52 C -2.14095 -4.47674 -4.43134  -1.45
53 O -2.62602 -1.52444 -2.93886  -0.19
54 C -3.03617 -0.09876 -3.05576  1.71
55 C -4.45773 0.00548 -2.55648  -1.48
56 C -2.88328 0.26246 -4.51275  -1.63
57 O -0.90899 -3.95463 0.93495  0.26
58 C 0.47405 -4.48381 0.89544  1.26
59 C 0.37079 -5.86949 0.30963  -1.36
60 C 1.07006 -4.45334 2.28357  -1.34
61 H -4.74156 -4.09297 2.86049  0.54
62 H -3.57491 -4.29710 1.56064  0.20
63 H -4.53622 -2.79226 1.69664  0.31
64 H -3.40140 -2.23998 3.81884  0.37
65 H -1.80716 -4.80169 3.32569  0.07
66 H -2.90516 -4.48667 4.67109  0.53
67 H -1.40425 -3.56774 4.54206  0.30
68 H -2.72707 -1.01815 -0.10813  0.31
69 H -3.23840 -2.69020 -0.26969  0.57
70 H -3.38610 -3.93363 -2.76501  0.35
71 H -1.42288 -6.26233 -2.48725  0.33
72 H -3.17779 -6.39213 -2.62018  0.48
73 H -2.46105 -5.65230 -1.18185  0.20
74 H -1.14935 -4.89359 -4.60790  0.31
75 H -2.19919 -3.48602 -4.87993  0.30
76 H -2.87429 -5.11871 -4.91973  0.43
77 H -2.34628 0.48687 -2.44385  -0.62
78 H -5.11399 -0.63898 -3.14146  0.33
79 H -4.80437 1.03349 -2.66164  0.43
80 H -4.54071 -0.27142 -1.50438  0.29
81 H -3.54338 -0.35298 -5.12444  0.43
82 H -1.85404 0.12394 -4.84077  0.31
83 H -3.14777 1.31021 -4.65678  0.40
84 H 1.02782 -3.82239 0.22680  -0.30
85 H -0.28231 -6.49460 0.91936  0.32
86 H 1.35850 -6.33034 0.28922  0.46
87 H -0.01394 -5.83198 -0.70704  0.14
88 H 0.53899 -5.12944 2.95313  0.32
89 H 1.05612 -3.44495 2.69980  0.18
90 H 2.10905 -4.78116 2.23223  0.50
91 Se 3.12647 -1.68360 -1.84371  0.29
92 N 2.49407 0.00649 -2.03688  -0.11
93 C 3.29916 0.63255 -2.87527  0.56
94 C 3.17832 1.99832 -3.27973  0.16
95 C 4.09380 2.49469 -4.14489  -1.08
96 C 5.17512 1.70038 -4.66348  -0.68
97 C 5.33427 0.40839 -4.30530  -0.74
98 C 4.39723 -0.16609 -3.38749  0.42
99 N 4.46708 -1.40437 -2.95228  -0.74
100 H 2.36000 2.59505 -2.90203  0.63
101 H 4.01806 3.52451 -4.46883  0.49
102 H 5.86699 2.16482 -5.35258  0.42
103 H 6.13925 -0.20965 -4.67693  0.50
104 F -1.76050 5.04822 -4.09759  -0.36
105 C -1.30643 4.06611 -3.30223  0.00
106 C -0.65086 2.99375 -3.87383  -1.03
107 C -0.19518 1.98331 -3.03467  -0.74
108 C -0.36106 2.00944 -1.63881  1.46
109 C -1.03501 3.13354 -1.13125  -0.64
110 C -1.51357 4.15846 -1.93831  -0.77
111 H -0.51450 2.96602 -4.94770  0.60
112 H 0.30495 1.13865 -3.50652  0.69
113 H -1.20298 3.21378 -0.06113  0.16
114 H -2.03874 5.01685 -1.53929  0.53

As for the total charge: +2. As for the energy relative to the best compared isomer or geometry (same formula, charge and spin): 0.349 eV.

=====

DFT (ωB97M-V with the def2-TZVPD basis set) results for C22H33CrN2OP3 as an isolated structure.

Last column: Mulliken charge in e.
CARTESIAN COORDINATES (ANGSTROEM)
1 Cr 0.19299 -0.00139 -0.25001  -0.44
2 P -1.34886 -0.48169 -1.93048  0.26
3 P 0.19007 2.27531 -0.41484  0.29
4 N 0.97033 -1.74577 -0.88932  0.19
5 N 2.15304 0.24414 0.11067  0.95
6 H 2.82383 -2.77947 -0.92876  0.43
7 H 3.41599 -1.07330 1.17238  0.36
8 H 2.01374 -2.78626 0.65317  0.33
9 C 2.20491 -2.17711 -0.24621  -0.70
10 H 3.85467 -0.81173 -0.52692  0.50
11 C 2.99918 -0.94365 0.16108  -1.05
12 H 1.46587 -2.76513 -2.73593  0.47
13 H 3.76883 1.54935 0.37790  0.43
14 C 0.82554 -2.02352 -2.22779  -0.88
15 C 2.68589 1.46748 0.17813  -0.46
16 H -1.24110 -2.85703 -2.33258  0.47
17 C -0.63186 -2.00830 -2.69887  -0.69
18 H -0.72734 -2.00438 -3.78996  0.44
19 H 0.05128 2.90039 -1.67718  0.13
20 H -0.46866 3.19073 0.46431  0.14
21 H -1.92971 0.26746 -2.98804  0.12
22 H -2.54491 -1.10515 -1.42100  0.06
23 O 0.48305 0.72052 -2.92084  -0.65
24 C 1.51106 0.05400 -3.48552  1.86
25 C 1.28165 -0.42836 -4.90640  -1.35
26 C 2.75061 0.91603 -3.33774  -1.34
27 H 1.49155 -1.06419 -2.84320  -0.45
28 H 0.61222 -1.29152 -4.91341  0.34
29 H 0.81473 0.36447 -5.50585  0.35
30 H 2.24537 -0.68834 -5.34892  0.37
31 H 2.94513 1.17195 -2.29624  0.13
32 H 3.61963 0.44225 -3.79033  0.41
33 H 2.58093 1.87597 -3.85551  0.38
34 C 1.90316 2.59555 -0.01551  -0.61
35 H 2.34792 3.58947 0.06710  0.43
36 C 0.02729 -1.81862 2.67552  -1.69
37 P -0.70422 -0.44079 1.76679  1.73
38 C -2.47455 -0.78930 1.54864  0.58
39 C -3.33777 0.23500 1.11448  -0.27
40 C -4.66345 -0.04900 0.80498  -0.97
41 C -5.12451 -1.36738 0.85007  -0.49
42 C -4.26074 -2.40179 1.21736  -0.83
43 C -2.93779 -2.11615 1.55648  -0.54
44 C -0.44299 0.98516 2.87549  0.51
45 C 0.87329 1.29739 3.24387  -0.58
46 C 1.18796 2.52148 3.81629  -0.76
47 C 0.16656 3.43187 4.08892  -0.56
48 C -1.16105 3.10458 3.80633  -0.76
49 C -1.47282 1.87504 3.21872  -0.26
50 H 0.00696 -2.73220 2.06680  0.46
51 H -0.52774 -2.00203 3.60544  0.45
52 H 1.06354 -1.57572 2.94949  0.44
53 H -2.97111 1.25766 1.01435  0.32
54 H -5.34011 0.76137 0.51846  0.42
55 H -6.15946 -1.58812 0.59824  0.44
56 H -4.61583 -3.43350 1.23908  0.44
57 H -2.26600 -2.92093 1.82479  0.36
58 H 1.67528 0.58526 3.05239  0.29
59 H 2.22160 2.76941 4.05519  0.46
60 H 0.40448 4.40560 4.51870  0.42
61 H -1.96695 3.80205 4.04563  0.45
62 H -2.51060 1.61486 3.02009  0.71

As for the total charge: +2. As for the energy relative to the best compared isomer or geometry (same formula, charge and spin): 1.950 eV. The spin multiplicity is 5. As for the expectation value of S²: 6.10.

=====

DFT (ωB97M-V with the def2-TZVPD basis set) results for an isolated molecule of C4H9N3O.

Last column: Mulliken charge in e.
CARTESIAN COORDINATES (ANGSTROEM)
1 C 2.20717 0.50137 -0.97620  -0.93
2 C 1.10895 0.72474 -0.27571  0.31
3 C 0.50629 1.21870 0.96115  -0.24
4 N -0.23553 1.14471 -0.30655  -0.31
5 C -1.27299 0.26504 -0.58608  0.21
6 N -2.35342 0.35006 0.28467  -0.49
7 O -0.41323 -1.14996 -0.60572  -0.33
8 N -0.02402 -1.97117 0.47386  -0.49
9 H 2.15599 0.14560 -1.99222  0.25
10 H 3.16523 0.45689 -0.48563  0.26
11 H 0.27518 0.49473 1.73594  0.30
12 H 0.68414 2.23395 1.29686  0.22
13 H -1.55414 0.28386 -1.64185  0.27
14 H -2.09493 0.26830 1.25998  0.26
15 H -3.13090 -0.24342 0.03327  0.26
16 H 0.94079 -1.81936 0.77057  0.21
17 H 0.03544 -2.90404 0.05365  0.26

As for the total charge: 0. As for the energy relative to the best compared isomer or geometry (same formula, charge and spin): 5.653 eV. The SMILES is C=C1CN1[C@H](N)ON.

=====

The evaluated molar mass for the records listed, in turn: 920.25, 161.40, 122.17, 1017.85, 486.44, 115.14 g/mol.